A gas-phase ion, C11H13O3S (charge -1), computed with ωB97M-V/def2-TZVPD.

Element x y z (Å)
S 1.322 1.715 0.699
O 3.910 -0.639 0.683
O 1.630 -0.726 1.762
O 3.237 0.292 -1.218
C -1.011 -0.352 -0.075
C 1.534 2.590 -0.940
C -3.472 0.389 0.908
C -1.956 0.220 -0.957
C -1.407 -0.728 1.212
C 0.538 -2.207 -0.718
C 3.081 -0.247 -0.125
C 0.504 -0.689 -0.497
C -2.610 -0.297 1.757
C -3.169 0.618 -0.414
C 1.587 -0.147 0.481
H 1.625 3.628 -0.782
H -2.743 -0.435 2.813
H 0.482 -2.803 0.152
H 2.483 2.238 -1.380
H 0.788 -0.053 -1.408
H 1.522 -2.288 -1.117
H 2.605 -0.754 1.971
H -1.788 0.668 -1.927
H 0.636 2.308 -1.464
H -3.898 0.914 -1.186
H -4.439 0.727 1.346
H -0.178 -2.632 -1.482
H -0.812 -1.313 1.904

Properties
SMILES: CS[C@](O)(C(=O)[O-])[C@@H](C)c1ccccc1
2S+1: 1
Total charge: -1
Gap between HOMO and LUMO (eV): 7.63
LUMO energy (eV): 3.2606
Energy above the lowest of the compared OMol25 structures with the same formula, charge and spin (kcal/mol): 0.0



2 unconnected molecules or ions with the total composition C16H29F2O6P, computed with ωB97M-V/def2-TZVPD.

Element x y z (Å)
P 3.951 -1.626 0.930
F -7.497 4.078 -0.475
F 6.169 0.671 0.908
O -3.295 -3.094 0.459
O 1.846 -0.057 -0.069
O -4.484 1.161 -1.891
O -6.241 2.302 -1.051
O -4.264 3.338 -1.347
O -0.915 0.121 0.093
C -3.288 -0.438 0.775
C -3.635 -1.803 -0.153
C -6.281 3.505 -0.308
C -4.875 -2.750 0.472
C -2.322 0.380 -0.178
C 5.696 0.664 -0.423
C -5.203 4.329 -0.942
C -0.250 1.373 -0.151
C 2.724 -1.933 3.432
C 3.226 0.033 0.425
C 4.646 -2.604 -0.523
C 2.741 -2.629 1.969
C 3.833 -2.487 -1.888
C -4.953 2.172 -1.472
C 1.331 1.264 -0.291
C 4.139 0.904 -0.554
H -6.119 3.288 0.751
H -5.342 -2.689 -0.600
H -2.501 1.483 0.027
H 6.204 1.543 -0.940
H -0.663 1.785 -1.130
H 3.969 2.001 -0.293
H -2.607 0.203 -1.250
H -3.579 -1.689 -1.317
H 4.593 -3.702 -0.214
H -4.753 5.036 -0.245
H -2.807 -0.834 1.710
H 2.679 -2.681 4.270
H -0.513 2.100 0.675
H 1.596 1.663 -1.324
H 3.067 -3.697 2.154
H 3.137 0.641 1.390
H 4.167 -1.555 -2.424
H 1.915 -1.147 3.491
H -4.275 0.075 0.927
H 3.719 -1.381 3.511
H 1.774 2.010 0.453
H -4.977 -3.869 0.479
H 5.996 -0.247 -1.017
H 4.156 -3.359 -2.548
H 1.692 -2.553 1.554
H 3.749 0.794 -1.618
H 5.758 -2.397 -0.640
H 2.717 -2.575 -1.760
H -5.555 4.877 -1.820

Properties
SMILES: CCP(CC)[C@@H](CCF)OCCOCC[C@@H]1CO1.O=C1OC[C@@H](F)O1
2S+1: 1
Gap between HOMO and LUMO (eV): 7.71
LUMO energy (eV): 0.3398



C19H17FN2O4 in the gas phase, computed with ωB97M-V/def2-TZVPD.

Element x y z (Å)
F 1.223 -4.546 -5.721
O -2.205 -0.175 2.649
O 4.106 -1.503 -0.885
O 1.221 2.488 0.358
O -3.913 0.740 3.755
N -0.463 1.454 1.510
N 1.877 -1.202 -1.383
C -1.251 2.503 1.961
C 0.787 -0.361 -0.925
C 2.622 -3.090 -2.722
C 1.726 -2.046 -2.490
C 0.659 -1.860 -3.370
C 3.037 -0.978 -0.690
C 1.390 -3.725 -4.662
C -4.345 -0.570 4.090
C 0.488 -2.699 -4.456
C -2.413 2.210 2.709
C 2.743 0.067 0.369
C -1.732 4.856 2.172
C 2.459 -3.927 -3.808
C -2.805 0.823 3.015
C -0.929 3.836 1.704
C -3.209 3.263 3.170
C 1.222 0.092 0.479
C -2.876 4.574 2.906
C 0.680 1.490 0.776
H -0.835 0.542 1.786
H -3.573 -1.091 4.660
H -3.502 5.374 3.270
H -4.094 3.029 3.739
H 3.105 1.036 0.013
H -0.150 -0.923 -0.905
H -5.244 -0.448 4.687
H -0.041 4.057 1.135
H -0.334 -2.560 -5.140
H -1.464 5.880 1.962
H 3.252 -0.167 1.302
H -4.559 -1.143 3.185
H -0.042 -1.054 -3.226
H 3.455 -3.236 -2.056
H 0.875 -0.623 1.228
H 3.149 -4.734 -3.993
H 0.672 0.512 -1.581

Properties
SMILES: COC(=O)c1ccccc1NC(=O)[C@@H]1CC(=O)N(c2ccc(F)cc2)C1
2S+1: 1
Gap between HOMO and LUMO (eV): 8.46
LUMO energy (eV): 0.0438
Energy above the lowest of the compared OMol25 structures with the same formula, charge and spin (kcal/mol): 0.0



C3H6BrNO4 in the gas phase, computed with ωB97M-V/def2-TZVPD.

Element x y z (Å)
Br 1.872 1.016 2.725
O 1.634 -0.934 0.154
O -1.391 1.984 2.242
O -0.133 2.856 0.718
O -0.400 -0.458 2.087
N -0.479 2.008 1.469
C 0.514 0.781 1.519
C -0.136 0.196 -0.889
C 0.963 0.301 0.137
H 1.609 1.021 -0.420
H -0.291 1.315 -1.119
H -1.013 -0.451 -0.653
H 0.440 -0.390 -1.643
H -1.313 -0.161 2.447
H 1.172 -1.646 0.531

Properties
SMILES: C[C@H](O)[C@@](O)(Br)[N+](=O)[O-]
2S+1: 1
Gap between HOMO and LUMO (eV): 10.49
LUMO energy (eV): -0.3688
Energy above the lowest of the compared OMol25 structures with the same formula, charge and spin (kcal/mol): 24.8



A gas-phase ion, C2H6NS3 (charge +1), computed with ωB97M-V/def2-TZVPD.

Element x y z (Å)
S 0.625 0.425 -2.198
S 2.547 -0.207 -1.862
S -1.111 -0.489 1.907
N -1.622 0.105 -0.881
C 0.235 -0.175 0.680
C -0.315 0.117 -0.735
H 2.992 1.018 -2.159
H 0.615 -1.152 0.880
H -1.720 0.772 1.790
H -2.151 0.182 0.120
H -2.136 0.334 -1.743
H 1.108 0.496 0.892

Properties
2S+1: 3
Total charge: +1
Gap between HOMO and LUMO (alpha / beta) (eV): 5.95 / 5.09
LUMO energy (alpha / beta) (eV): -4.7836 / -8.4771
Energy above the lowest of the compared OMol25 structures with the same formula, charge and spin (kcal/mol): 0.0



A molecular structure, C30H42BN8O2RbS3, computed with ωB97M-V/def2-TZVPD.

Element x y z (Å)
Rb 0.833 -0.060 0.152
S -2.759 -5.394 -2.022
S 0.434 -5.005 -1.110
S 2.195 -1.730 -3.230
O 2.008 -0.991 -1.892
O -1.667 0.944 -0.470
N 3.348 2.280 2.320
N 2.457 2.300 1.257
N 2.223 0.558 3.955
N 1.194 0.111 3.149
N 3.554 -0.838 1.526
N -4.888 2.236 -0.248
N -3.461 2.425 -0.172
N 4.216 -0.150 2.552
C -3.553 3.744 1.984
C 3.332 4.386 1.534
C -0.636 -5.852 -0.225
C -1.793 5.390 2.411
C 4.458 -1.570 0.937
C 2.434 3.546 0.766
C 3.868 3.497 2.487
C 5.191 -0.424 -4.004
C -6.489 0.390 -0.621
C 0.124 0.031 3.933
C -1.486 -0.700 -3.439
C -2.107 -5.856 -0.579
C -2.899 3.325 0.804
C -5.108 0.918 -0.688
C -2.836 1.274 -0.614
C 1.784 0.842 5.164
C -5.776 3.287 -0.714
C -3.924 0.307 -0.952
C 5.510 -0.546 2.562
C 5.723 -1.528 1.591
C -2.994 4.768 2.775
C -0.690 -1.918 -3.013
C 4.087 -0.702 -4.998
C -2.951 -6.495 0.537
C -1.132 4.952 1.245
C -1.669 3.920 0.506
C 0.546 -2.233 -3.860
C 2.683 -0.403 -4.402
C -0.199 -6.700 0.971
C 0.437 0.592 5.226
B 3.541 1.046 3.293
H 2.467 1.140 5.901
H 4.562 3.680 3.274
H 5.048 0.579 -3.615
H -5.472 4.259 -0.247
H -6.969 0.772 0.279
H -2.836 -6.034 1.575
H 3.433 5.511 1.431
H -0.841 -0.339 3.540
H -1.415 -2.776 -3.028
H 4.242 -1.986 -0.043
H -2.725 -7.571 0.665
H 6.189 -0.059 3.239
H -4.466 3.266 2.227
H -6.807 3.120 -0.394
H 1.783 3.824 -0.059
H 6.170 -0.528 -4.488
H 1.945 -0.320 -5.201
H -0.650 -7.729 0.950
H -1.323 -0.440 -4.506
H -0.464 -1.748 -1.944
H -1.135 3.619 -0.364
H 0.496 -1.779 -4.854
H -0.601 -6.236 1.953
H 2.605 0.580 -3.832
H 4.226 -0.082 -5.899
H 6.678 -2.120 1.516
H 5.155 -1.036 -3.079
H -0.242 5.451 0.848
H -2.564 -0.927 -3.288
H -6.514 -0.722 -0.694
H 0.865 -6.750 1.100
H -3.565 5.139 3.663
H -5.787 3.363 -1.785
H -1.313 6.170 2.991
H -1.161 0.176 -2.841
H -4.081 -6.472 0.294
H 4.381 1.300 4.083
H 4.114 -1.792 -5.252
H -0.256 0.642 6.106
H 0.601 -3.298 -3.901
H -3.751 -0.673 -1.288
H -7.186 0.856 -1.417

Properties
2S+1: 1
Total charge: -2
Gap between HOMO and LUMO (alpha / beta) (eV): 4.52 / 1.76
LUMO energy (alpha / beta) (eV): 3.5397 / 3.4973
Energy above the lowest of the compared OMol25 structures with the same formula, charge and spin (kcal/mol): 0.0



A molecular structure, C31H42CdGeN4O2S5, computed with ωB97M-V/def2-TZVPD.

Element x y z (Å)
Cd 1.178 -0.357 -0.706
Ge -2.231 0.865 -1.043
S -0.195 1.832 -1.389
S 0.966 -0.895 -3.153
S -0.589 3.086 -4.081
S 0.448 0.759 -5.541
S 2.782 -2.991 2.782
O -0.428 2.957 -6.712
O 3.011 1.314 -0.674
N 3.523 -1.665 -0.908
N 0.450 2.609 1.656
N 0.526 -4.497 -1.443
N -0.836 -2.592 -0.635
C -3.076 -0.167 3.097
C 3.650 2.593 1.323
C -0.200 -3.484 -1.005
C 1.560 -1.360 1.170
C 0.237 -5.074 -2.746
C 1.343 3.601 3.632
C 2.647 -2.193 1.245
C -0.232 2.389 -5.672
C 4.315 -1.886 -1.955
C 1.287 -5.280 -0.479
C 2.682 1.920 2.308
C -2.171 0.745 3.919
C -0.638 3.362 1.811
C -5.339 0.539 -3.237
C -2.060 0.267 0.811
C 1.440 2.733 2.546
C -0.074 1.698 -3.141
C 5.263 -2.895 -1.985
C -4.999 1.889 -1.097
C 3.162 2.621 -0.116
C 0.831 -1.397 2.398
C 5.371 -3.714 -0.869
C -5.443 0.565 -1.717
C 0.408 0.621 -3.793
C 3.607 -2.464 0.164
C 4.536 -3.506 0.212
C -3.316 0.347 1.676
C 1.362 -2.222 3.343
C -0.811 4.259 2.851
C 0.204 4.371 3.788
C -3.546 2.268 -1.404
H -2.037 0.363 4.933
H -0.073 -0.827 2.575
H -6.474 0.364 -1.415
H -4.037 -0.276 3.608
H 1.453 -4.684 0.416
H 2.174 3.074 -0.184
H -2.598 1.748 3.996
H -4.128 -0.224 1.214
H 2.158 3.662 4.343
H -4.305 0.632 -3.574
H -1.178 0.851 3.475
H 0.997 -2.413 4.341
H -2.274 -0.270 -2.072
H -0.236 -4.322 -3.373
H -3.668 1.385 1.734
H -5.907 1.361 -3.679
H 2.394 0.941 1.927
H -3.253 3.163 -0.850
H 4.613 2.073 1.363
H -1.413 3.238 1.060
H 3.796 0.771 -0.531
H -2.641 -1.170 3.039
H -5.657 2.687 -1.458
H 5.889 -3.033 -2.855
H 0.756 -6.197 -0.204
H 2.254 -5.544 -0.911
H -0.421 -5.944 -2.662
H 3.849 3.205 -0.736
H 6.097 -4.517 -0.846
H -5.729 -0.395 -3.643
H -1.719 4.842 2.925
H -3.425 2.519 -2.461
H 3.199 1.760 3.256
H -1.689 -0.760 0.764
H 4.163 -1.226 -2.802
H 4.592 -4.148 1.082
H 0.110 5.049 4.627
H -4.850 -0.258 -1.299
H -1.257 0.868 1.246
H 3.847 3.624 1.634
H 1.172 -5.380 -3.217
H -5.147 1.838 -0.016

Properties
2S+1: 1
Gap between HOMO and LUMO (eV): 7.52
LUMO energy (eV): 0.3775
Energy above the lowest of the compared OMol25 structures with the same formula, charge and spin (kcal/mol): 4.2



A molecular structure, C6H12IrN2PS, computed with ωB97M-V/def2-TZVPD.

Element x y z (Å)
Ir 0.754 0.071 -0.840
S 1.727 -0.700 1.002
P -0.319 1.884 0.272
N 0.117 -1.648 2.881
N 0.550 0.582 3.044
C -0.637 -1.300 -1.458
C -0.391 0.625 -2.687
C 0.657 -0.253 -3.096
C 0.642 -0.551 2.339
C 0.544 -1.444 -2.307
C -1.283 -0.065 -1.827
H -1.330 1.842 1.313
H -0.481 -1.591 3.686
H -2.225 0.326 -1.441
H 1.081 1.400 2.808
H 1.136 -2.357 -2.409
H -1.085 2.692 -0.593
H 0.250 -2.552 2.452
H 0.490 2.945 0.790
H 1.307 -0.152 -3.963
H -0.188 0.676 3.732
H -0.947 -2.106 -0.821
H -0.369 1.676 -2.876

Properties
2S+1: 6
Total charge: +1
Gap between HOMO and LUMO (alpha / beta) (eV): 5.52 / 6.59
LUMO energy (alpha / beta) (eV): -2.6097 / -6.5176
Energy above the lowest of the compared OMol25 structures with the same formula, charge and spin (kcal/mol): 0.0



A molecular structure, C6H8MgO6Rb, computed with ωB97M-V/def2-TZVPD.

Element x y z (Å)
Rb -1.200 0.281 1.818
Mg 0.522 1.630 -1.292
O 1.296 -0.791 -1.615
O 3.203 -0.156 -0.672
O -1.160 0.987 -0.783
O -1.368 -1.801 -1.835
O 1.472 0.735 0.342
O -0.455 -1.875 0.188
C 2.277 -1.437 -2.439
C -0.339 -2.163 -1.019
C -2.212 0.497 -1.566
C 3.503 -1.293 -1.526
C -2.456 -0.991 -1.365
C 1.941 -0.195 -0.317
H -3.334 -1.296 -1.948
H -2.031 0.674 -2.641
H -2.661 -1.206 -0.305
H 4.403 -1.034 -2.089
H 1.969 -2.476 -2.579
H 3.608 -2.164 -0.871
H -3.154 1.019 -1.321
H 2.347 -0.943 -3.411

Properties
2S+1: 1
Total charge: +1
Gap between HOMO and LUMO (alpha / beta) (eV): 8.49 / 5.20
LUMO energy (alpha / beta) (eV): -4.2328 / -4.3718
Energy above the lowest of the compared OMol25 structures with the same formula, charge and spin (kcal/mol): 44.0



A molecular structure, C20H20BrN2OReSe6, computed with ωB97M-V/def2-TZVPD.

Element x y z (Å)
Re 0.334 0.057 -0.571
Br -2.470 -0.710 6.389
Se 0.227 2.654 3.787
Se -1.329 3.376 2.429
Se -3.038 2.199 -0.710
Se 1.390 2.077 0.258
Se -0.304 0.996 -2.776
Se 2.079 1.816 2.421
O -1.443 0.060 0.523
N 1.066 -1.082 0.955
N 0.746 -1.796 -1.510
C -1.086 2.813 -2.811
C -1.616 3.321 -1.493
C 4.063 -3.252 0.494
C 1.447 1.455 -3.532
C -3.075 0.079 3.709
C -2.817 0.255 2.379
C 2.302 -3.742 -2.772
C -0.571 -0.653 2.668
C 1.155 -3.252 -3.352
C 2.675 -3.287 -1.488
C 2.068 -1.919 0.461
C -4.085 3.647 0.078
C 3.178 -2.380 1.138
C -1.573 -0.100 1.798
C 0.408 -2.271 -2.696
C -0.868 -0.829 4.033
C 3.812 -3.717 -0.772
C -2.090 -0.467 4.544
C 1.833 -2.329 -0.879
C 0.647 -1.200 2.182
H -1.878 2.766 -3.562
H -2.067 4.304 -1.636
H -3.507 4.127 0.869
H -3.554 0.688 1.720
H -0.114 -1.259 4.676
H 2.040 0.542 -3.595
H -4.345 4.362 -0.698
H 1.199 -1.843 2.867
H 1.933 2.179 -2.875
H 1.317 1.871 -4.529
H -0.490 -1.866 -3.148
H -4.033 0.362 4.118
H 3.376 -2.052 2.146
H 2.916 -4.471 -3.277
H 0.815 -3.619 -4.306
H 4.946 -3.582 1.021
H -0.293 3.469 -3.173
H -4.992 3.218 0.493
H 4.480 -4.421 -1.241
H -0.815 3.407 -0.753

Properties
2S+1: 2
Total charge: +1
Gap between HOMO and LUMO (alpha / beta) (eV): 5.69 / 5.72
LUMO energy (alpha / beta) (eV): -4.4072 / -4.4300



5 unconnected molecules or ions with the total composition C11H18Cl12FO6P, computed with ωB97M-V/def2-TZVPD.

Element x y z (Å)
Cl -4.676 -2.595 -0.118
Cl 0.750 1.913 -3.602
Cl -5.050 0.163 -0.930
Cl 3.157 2.990 -2.375
Cl 7.604 3.515 -7.853
Cl 6.712 3.255 -5.102
Cl -5.727 -1.991 -2.760
Cl 3.159 2.265 -5.185
Cl 6.265 1.090 -6.983
Cl -1.898 -3.127 7.103
Cl -0.585 -1.427 9.060
Cl -3.223 -0.729 8.068
P -0.895 -1.017 -0.643
F -0.028 1.145 3.989
O -1.991 0.104 -0.516
O -2.634 0.309 4.056
O -1.141 -1.799 -1.851
O -0.419 -0.177 4.360
O 0.485 -0.233 -0.725
O -1.715 -1.359 2.882
C -1.669 -0.362 3.753
C -2.177 0.781 0.754
C -0.489 -1.632 2.138
C -2.748 2.161 0.510
C 2.192 2.894 -3.853
C 2.528 -0.784 -1.872
C 7.345 2.403 -6.509
C -4.640 -1.466 -1.475
C 1.672 -1.039 -0.653
C -1.674 -1.468 7.673
C -0.908 -2.161 0.764
H 8.299 1.972 -6.240
H 0.009 -2.426 2.668
H 2.227 -0.706 0.210
H 3.235 0.004 -1.676
H 1.466 -2.095 -0.587
H 1.914 -0.513 -2.713
H -1.916 -2.538 0.856
H -0.284 -3.002 0.519
H -3.630 -1.444 -1.865
H -3.290 2.198 -0.416
H -1.950 2.884 0.503
H -3.397 2.392 1.342
H -1.236 0.885 1.280
H 0.139 -0.760 2.083
H 3.061 -1.677 -2.159
H -1.221 -0.895 6.876
H 1.877 3.896 -4.108
H -2.887 0.205 1.320

Properties
SMILES: CCOP(=O)(CCOC(=O)OF)OCC.ClC(Cl)Cl.ClC(Cl)Cl.ClC(Cl)Cl.ClC(Cl)Cl
2S+1: 1
Gap between HOMO and LUMO (eV): 9.59
LUMO energy (eV): -1.0608



A molecular structure, C6H11BCdN4O4, computed with ωB97M-V/def2-TZVPD.

Element x y z (Å)
Cd -0.848 -1.236 -1.428
O 1.622 1.144 -1.475
O -3.304 -1.999 -0.032
O -3.573 0.180 1.304
O -5.337 -0.661 -0.178
N -0.423 1.740 1.442
N -2.146 0.600 -0.483
N -0.972 1.059 -0.900
N -1.577 1.289 1.856
C 2.072 -0.936 -0.080
C -2.356 0.727 0.861
C 3.290 -1.462 0.854
C 1.256 2.056 -0.425
C -0.186 1.574 0.085
C 2.621 0.195 -1.068
B -4.028 -0.823 0.369
H -3.644 -2.186 -0.939
H 1.260 -0.588 0.635
H -5.632 0.255 0.018
H 1.621 -1.791 -0.709
H 1.181 3.137 -0.795
H 3.911 -0.580 1.187
H 3.867 -2.258 0.299
H 2.786 -1.861 1.799
H 2.981 -0.343 -2.008
H 3.554 0.682 -0.623
H 2.005 2.088 0.433

Properties
2S+1: 1
Total charge: +2
Gap between HOMO and LUMO (eV): 5.27
LUMO energy (eV): -12.3002



no.,calculated total energy (Eh)
1,-1050.91141
2,-1619.21344
3,-1244.63999
4,-3047.47814
5,-1328.70128
6,-3000.32197
7,-5811.59808
8,-1188.69869
9,-908.75011
10,-18019.55127
11,-6844.82753
12,-947.05200